{"formula": "C19H34N4O5S", "method": "ωB97M-V/def2-TZVPD", "total_charge": 0, "orbital_gap_ev": 9.08, "species": ["O", "C", "N", "C", "C", "N", "C", "C", "C", "C", "C", "C", "C", "N", "S", "O", "O", "N", "C", "C", "C", "C", "C", "O", "C", "C", "O", "C", "C", "H", "H", "H", "H", "H", "H", "H", "H", "H", "H", "H", "H", "H", "H", "H", "H", "H", "H", "H", "H", "H", "H", "H", "H", "H", "H", "H", "H", "H", "H", "H", "H", "H", "H"], "coordinates": [[4.2427, 2.4839, 0.6370], [3.1411, 1.9741, 0.6044], [2.8233, 0.8352, 1.2467], [3.7624, 0.0773, 2.0389], [3.7915, -1.4028, 1.6485], [4.6783, -1.6606, 0.5399], [4.2689, -1.0747, -0.7266], [5.0382, -1.8581, -1.8021], [5.6593, -3.0443, -1.0487], [4.8891, -3.0690, 0.2668], [1.9779, 2.5751, -0.1946], [0.8040, 2.8897, 0.7469], [-0.5042, 3.1168, -0.0114], [-0.7689, 2.0810, -0.9905], [-1.1772, 0.5949, -0.3425], [-0.3030, 0.1679, 0.7182], [-1.3270, -0.3049, -1.4453], [-2.6219, 1.0365, 0.3581], [-3.0522, 0.2246, 1.4773], [-3.6701, -1.0955, 1.0211], [-4.8419, -0.8130, 0.0696], [-4.3430, 0.0324, -1.1126], [-3.6733, 1.3069, -0.5998], [-5.8835, -0.1100, 0.7379], [-6.9981, -0.9659, 0.8556], [-6.7887, -1.9599, -0.2879], [-5.3842, -2.0448, -0.3684], [0.2860, 1.9955, -1.9856], [1.6082, 1.6092, -1.3313], [1.8874, 0.4588, 1.1686], [4.7480, 0.5227, 1.8903], [3.4883, 0.1620, 3.0973], [4.1661, -1.9792, 2.4989], [2.7549, -1.7368, 1.4398], [3.1812, -1.1846, -0.8812], [4.5137, -0.0123, -0.7352], [5.8067, -1.2436, -2.2668], [4.3604, -2.1990, -2.5842], [6.7122, -2.8525, -0.8473], [5.5736, -3.9809, -1.5964], [3.9346, -3.6136, 0.1473], [5.4518, -3.5297, 1.0809], [2.3372, 3.5097, -0.6382], [0.6459, 2.0655, 1.4397], [1.0441, 3.7801, 1.3308], [-0.4808, 4.0682, -0.5519], [-1.3475, 3.1221, 0.6805], [-2.1730, 0.0451, 2.0960], [-3.7911, 0.8022, 2.0407], [-2.9317, -1.6903, 0.4834], [-4.0304, -1.6629, 1.8799], [-3.6244, -0.5617, -1.6763], [-5.1854, 0.2899, -1.7557], [-3.2141, 1.8563, -1.4220], [-4.4169, 1.9372, -0.1033], [-6.9866, -1.4764, 1.8280], [-7.9049, -0.3683, 0.7617], [-7.2080, -1.5750, -1.2273], [-7.1812, -2.9560, -0.0869], [0.3540, 2.9673, -2.4826], [-0.0194, 1.2395, -2.7096], [1.4927, 0.5957, -0.9458], [2.4091, 1.6028, -2.0726]], "lowdin_charge": [0.06, -0.49, 0.07, -0.15, -0.19, -0.18, -0.18, -0.15, -0.17, -0.21, -0.20, -0.13, -0.18, -0.23, 0.66, -0.28, -0.25, -0.23, -0.17, -0.05, -0.50, -0.06, -0.17, -0.05, -0.15, -0.15, -0.04, -0.18, -0.13, 0.10, 0.13, 0.12, 0.12, 0.13, 0.11, 0.11, 0.10, 0.10, 0.11, 0.10, 0.12, 0.12, 0.15, 0.09, 0.13, 0.13, 0.12, 0.12, 0.13, 0.13, 0.13, 0.11, 0.13, 0.12, 0.13, 0.13, 0.13, 0.13, 0.13, 0.13, 0.12, 0.09, 0.13]}

=====

{"formula": "C19H34O16S", "method": "ωB97M-V/def2-TZVPD", "total_charge": 0, "orbital_gap_ev": 10.81, "species": ["C", "C", "C", "C", "C", "C", "C", "O", "S", "O", "O", "O", "H", "H", "H", "H", "H", "H", "H", "H", "H", "H", "C", "O", "C", "O", "O", "C", "H", "H", "H", "H", "H", "H", "C", "O", "C", "O", "O", "C", "H", "H", "H", "H", "H", "H", "C", "O", "C", "O", "O", "C", "H", "H", "H", "H", "H", "H", "C", "O", "C", "O", "O", "C", "H", "H", "H", "H", "H", "H"], "coordinates": [[-3.2797, 0.7887, -2.6045], [-3.1361, 1.9732, -2.7296], [-3.1685, 3.4165, -2.9568], [-3.8074, 3.8240, -4.3010], [-5.0619, 3.0480, -4.7289], [-6.3660, 3.6515, -4.2309], [-6.6217, 3.4451, -2.7260], [-7.3503, 2.2049, -2.6598], [-8.4571, 2.3693, -3.8042], [-9.0207, 1.1269, -4.1773], [-9.3448, 3.4217, -3.4286], [-7.4234, 2.8709, -4.8877], [-3.4100, -0.2614, -2.4982], [-2.1322, 3.7705, -2.9706], [-3.6235, 3.9407, -2.1159], [-4.0830, 4.8789, -4.2085], [-3.0761, 3.7496, -5.1027], [-5.1141, 3.0891, -5.8196], [-5.0320, 1.9910, -4.4655], [-6.4698, 4.6766, -4.5808], [-5.7114, 3.3113, -2.1519], [-7.2230, 4.2463, -2.2988], [2.3890, 5.0180, -3.1730], [1.4908, 4.4188, -2.2359], [1.9201, 4.4439, -0.9718], [2.9603, 4.9119, -0.5920], [0.9949, 3.8623, -0.2111], [1.3261, 3.8023, 1.1808], [1.9159, 4.9256, -4.1464], [2.5427, 6.0698, -2.9395], [3.3431, 4.4945, -3.1796], [1.4506, 4.8026, 1.5911], [2.2298, 3.2162, 1.3345], [0.4913, 3.3097, 1.6705], [4.3279, -1.2305, 3.5513], [3.5814, -1.8350, 2.4865], [2.8117, -0.9950, 1.8000], [2.7073, 0.1875, 1.9910], [2.1713, -1.6906, 0.8554], [1.3069, -0.8954, 0.0338], [4.9001, -2.0318, 4.0083], [5.0017, -0.4713, 3.1600], [3.6557, -0.7958, 4.2887], [1.8752, -0.1352, -0.4978], [0.5285, -0.4283, 0.6344], [0.8554, -1.5792, -0.6798], [0.7613, -2.2762, 3.8047], [-0.1624, -2.8446, 4.7360], [0.2802, -2.8535, 5.9926], [1.3452, -2.4339, 6.3667], [-0.6560, -3.4046, 6.7626], [-0.3092, -3.4793, 8.1478], [0.2892, -2.3261, 2.8275], [0.9623, -1.2351, 4.0577], [1.6860, -2.8463, 3.7875], [-0.1446, -2.4841, 8.5563], [0.5802, -4.0906, 8.2880], [-1.1548, -3.9441, 8.6458], [3.2587, -4.4613, 0.2379], [4.0934, -5.1205, -0.7247], [4.8881, -6.0556, -0.2125], [4.9537, -6.3733, 0.9467], [5.6055, -6.5852, -1.2058], [6.5093, -7.6119, -0.7928], [2.6711, -3.7392, -0.3113], [2.5951, -5.1803, 0.7170], [3.8601, -3.9509, 0.9842], [5.9677, -8.4445, -0.3477], [7.2366, -7.2213, -0.0836], [7.0185, -7.9460, -1.6921]], "lowdin_charge": [0.12, -0.15, -0.21, -0.17, -0.14, -0.27, -0.13, -0.17, 0.59, -0.20, -0.23, -0.17, 0.03, 0.11, 0.11, 0.12, 0.11, 0.13, 0.12, 0.16, 0.12, 0.13, -0.04, -0.01, -0.63, 0.13, 0.00, -0.03, 0.09, 0.10, 0.10, 0.10, 0.09, 0.09, -0.02, -0.02, -0.65, 0.13, -0.04, -0.02, 0.10, 0.10, 0.10, 0.10, 0.10, 0.09, -0.03, 0.02, -0.62, 0.12, 0.01, -0.04, 0.10, 0.11, 0.10, 0.10, 0.10, 0.09, -0.03, 0.01, -0.63, 0.12, 0.00, -0.04, 0.08, 0.10, 0.09, 0.10, 0.10, 0.09]}

=====

{"formula": "C19H35BaN2O11SSi", "method": "ωB97M-V/def2-TZVPD", "total_charge": -1, "orbital_gap_ev": 9.03, "species": ["Ba", "C", "C", "N", "C", "C", "N", "C", "O", "O", "C", "O", "O", "H", "H", "H", "H", "H", "C", "S", "O", "O", "O", "H", "H", "H", "C", "C", "C", "C", "O", "Si", "O", "O", "C", "C", "C", "C", "O", "C", "C", "C", "C", "H", "H", "H", "H", "H", "H", "H", "H", "H", "H", "H", "H", "H", "H", "H", "H", "H", "H", "H", "H", "H", "H", "H", "H", "H", "H", "H"], "coordinates": [[1.0081, -0.1311, -1.8417], [-0.6221, -4.1385, -2.3384], [-1.2356, -2.9419, -2.9575], [-1.1759, -1.7159, -2.4855], [-1.8051, -0.9134, -3.4336], [-2.2506, -1.7057, -4.4643], [-1.8832, -2.9853, -4.1341], [-3.0198, -1.5475, -5.7279], [-3.4126, -0.3373, -6.0479], [-3.2371, -2.5221, -6.4179], [-1.8473, 0.6047, -3.3659], [-2.6604, 1.1799, -4.1126], [-1.0251, 1.1413, -2.5978], [0.4547, -4.1581, -2.5046], [-1.0424, -5.0542, -2.7566], [-0.8050, -4.1378, -1.2642], [-2.0644, -3.7898, -4.7126], [-3.0931, 0.3315, -5.3273], [2.5283, -0.3406, -5.9103], [2.8920, -0.7394, -4.2192], [1.7766, -1.6168, -3.7748], [4.1841, -1.3697, -4.1716], [2.8162, 0.5539, -3.4941], [2.5390, -1.2517, -6.5004], [3.2861, 0.3432, -6.2773], [1.5549, 0.1268, -5.9922], [0.0762, -2.6653, 2.7295], [-0.8878, -1.5125, 2.9750], [-1.9461, -1.4560, 1.8833], [-1.5472, -1.6403, 4.3469], [-0.1453, -0.2913, 3.0211], [0.4210, 0.5559, 1.7113], [1.0143, -0.3723, 0.5759], [1.4491, 1.6307, 2.4410], [2.6206, 1.3677, 3.2115], [3.2598, 0.0471, 2.8187], [2.2046, 1.3450, 4.6789], [3.5703, 2.5301, 2.9328], [-0.7599, 1.4637, 1.0380], [-1.2270, 2.8018, 1.0648], [-1.4681, 3.2196, 2.5107], [-0.1923, 3.6942, 0.3940], [-2.5207, 2.8070, 0.2608], [-0.4535, -3.6203, 2.7013], [0.8137, -2.7156, 3.5318], [0.6056, -2.5323, 1.7893], [-2.5714, -2.3519, 1.9180], [-1.5051, -1.4067, 0.8901], [-2.5882, -0.5877, 2.0079], [-2.1226, -2.5609, 4.4324], [-2.2122, -0.7960, 4.5164], [-0.7846, -1.6337, 5.1239], [2.5989, -0.7901, 3.0193], [4.1785, -0.1099, 3.3912], [3.5091, 0.0209, 1.7591], [1.4483, 0.5827, 4.8435], [1.7832, 2.3084, 4.9645], [3.0540, 1.1371, 5.3308], [3.8362, 2.5641, 1.8773], [4.4894, 2.4428, 3.5135], [3.0827, 3.4690, 3.1912], [-0.5443, 3.1811, 3.0827], [-2.1924, 2.5571, 2.9816], [-1.8565, 4.2402, 2.5546], [0.7417, 3.7171, 0.9463], [-0.5576, 4.7224, 0.3115], [-0.0002, 3.3395, -0.6194], [-3.2556, 2.1517, 0.7268], [-2.3352, 2.4501, -0.7496], [-2.9440, 3.8109, 0.1999]], "lowdin_charge": [2.10, 0.01, -0.38, 0.04, -0.13, -0.08, 0.17, -0.50, 0.11, 0.07, -0.62, 0.02, -0.23, 0.09, 0.08, 0.08, 0.17, 0.07, -0.14, 0.34, -0.57, -0.32, -0.58, 0.06, 0.06, 0.06, -0.04, -0.65, -0.03, -0.04, -0.11, -0.05, -0.58, -0.11, -0.65, -0.04, -0.03, -0.03, -0.11, -0.64, -0.02, -0.02, -0.02, 0.08, 0.08, 0.07, 0.09, 0.07, 0.09, 0.08, 0.08, 0.08, 0.07, 0.09, 0.08, 0.07, 0.08, 0.08, 0.08, 0.08, 0.08, 0.07, 0.09, 0.08, 0.08, 0.09, 0.08, 0.08, 0.07, 0.08]}

=====

{"formula": "C19H35BrCl2CuNO3SSi", "method": "ωB97M-V/def2-TZVPD", "spin_multiplicity": 2, "total_charge": 1, "orbital_gap_ev": [9.93, 6.38], "s2": 0.7628, "species": ["Cu", "Cl", "C", "Cl", "H", "H", "N", "C", "C", "C", "C", "C", "C", "S", "O", "O", "O", "H", "H", "H", "H", "H", "H", "C", "C", "C", "C", "Si", "Br", "C", "C", "C", "C", "C", "C", "C", "C", "H", "H", "H", "H", "H", "H", "H", "H", "H", "H", "H", "H", "H", "H", "H", "H", "H", "H", "H", "H", "H", "H", "H", "H", "H", "H", "H"], "coordinates": [[-2.3973, -0.1222, -0.9529], [-3.8491, -2.2462, 0.1968], [-2.5720, -3.3435, -0.3588], [-1.6141, -2.5972, -1.6569], [-3.0326, -4.2422, -0.7494], [-1.9096, -3.5449, 0.4754], [-3.6826, 0.3576, -2.4269], [-3.0656, 0.8515, -3.6470], [-2.0282, 1.7676, -3.5560], [-1.4295, 2.2404, -4.7111], [-1.8679, 1.7747, -5.9428], [-2.8974, 0.8515, -6.0366], [-3.5029, 0.3906, -4.8790], [-1.1027, 2.3700, -7.4147], [-1.2764, 1.3682, -8.4345], [0.2288, 2.7905, -7.0765], [-1.8580, 3.5716, -7.8708], [-4.3368, 1.0476, -2.0630], [-4.2398, -0.4628, -2.6497], [-1.6841, 2.1069, -2.5858], [-0.6123, 2.9468, -4.6589], [-3.2122, 0.4875, -7.0051], [-4.3137, -0.3251, -4.9415], [2.8485, 1.5829, 0.4861], [2.4490, 0.1121, 0.6773], [3.6631, -0.6482, 1.2453], [2.1403, -0.4419, -0.7236], [0.9896, -0.0533, 1.8977], [-0.8569, 0.7197, 0.5960], [0.9729, 1.1970, 3.3311], [0.7630, 2.6475, 2.8677], [-0.1452, 0.8832, 4.3363], [2.3224, 1.0990, 4.0697], [0.5328, -1.8435, 2.3876], [1.4387, -2.3097, 3.5408], [0.7304, -2.7999, 1.2033], [-0.9282, -1.9832, 2.8412], [3.6632, 1.6265, -0.2420], [3.2104, 2.0491, 1.4012], [2.0274, 2.1856, 0.0919], [4.5218, -0.4669, 0.5928], [3.5047, -1.7268, 1.2737], [3.9445, -0.3169, 2.2467], [3.0338, -0.3182, -1.3422], [1.3318, 0.1042, -1.2115], [1.8894, -1.4998, -0.7283], [-0.2322, 2.7986, 2.4482], [1.4958, 2.9850, 2.1389], [0.8480, 3.2989, 3.7422], [-1.1333, 0.8854, 3.8710], [-0.1452, 1.6598, 5.1059], [-0.0009, -0.0704, 4.8440], [3.1587, 1.4491, 3.4647], [2.5490, 0.0872, 4.4132], [2.2763, 1.7371, 4.9566], [2.5018, -2.2461, 3.3019], [1.2174, -3.3593, 3.7566], [1.2601, -1.7488, 4.4584], [1.7730, -2.8968, 0.9047], [0.1591, -2.4900, 0.3260], [0.3907, -3.7985, 1.4993], [-1.1597, -1.4131, 3.7377], [-1.1179, -3.0374, 3.0733], [-1.6321, -1.6781, 2.0648]], "mulliken_spin": [0.00, 0.00, 0.00, 0.00, 0.00, 0.00, 0.00, -0.01, 0.00, 0.00, -0.01, 0.01, 0.00, -0.10, 0.26, 0.22, 0.63, 0.00, 0.00, 0.00, 0.00, 0.00, 0.00, 0.00, 0.00, 0.00, 0.00, 0.00, 0.00, 0.00, 0.00, 0.00, 0.00, 0.00, 0.00, 0.00, 0.00, 0.00, 0.00, 0.00, 0.00, 0.00, 0.00, 0.00, 0.00, 0.00, 0.00, 0.00, 0.00, 0.00, 0.00, 0.00, 0.00, 0.00, 0.00, 0.00, 0.00, 0.00, 0.00, 0.00, 0.00, 0.00, 0.00, 0.00]}

=====

Values of energy above the lowest of the compared OMol25 structures with the same formula, charge and spin, in order: 0.089, 0.000, 0.353, 0.207, all in eV.
Values of total energy, in order: -1737.807322, -2346.339429, -2395.870001, -6847.800283, all in Eh.